Entry 1:
Here is a 7-piece molecular cluster, C13H37O15 overall from the OMol25 dataset. Energies are from ωB97M-V/def2-TZVPD.

Each line ends with the Löwdin charge.
Cartesian coordinates (Å):
O1 27.051 6.484 0.213  0.0688
C1 27.902 6.584 1.298  -0.6839
O2 28.528 7.651 1.492  -0.0147
O3 27.988 5.552 2.021  -0.0300
H1 26.843 5.522 0.340  0.1174
C2 32.655 8.530 3.405  -0.2495
C3 31.808 9.150 2.311  -0.2509
O4 32.410 8.950 1.036  -0.0815
O5 33.974 9.070 3.386  -0.0699
H2 32.625 7.442 3.329  0.1122
H3 32.176 8.786 4.349  0.1094
H4 31.672 10.219 2.503  0.1192
H5 30.814 8.695 2.352  0.1047
H6 31.660 8.891 0.414  0.0476
H7 34.351 8.684 2.586  0.0777
C4 23.633 8.124 -0.085  -0.2337
C5 22.387 8.299 0.792  -0.2526
O6 22.098 7.150 1.574  -0.0576
O7 23.308 7.266 -1.185  -0.0693
H8 24.458 7.749 0.518  0.1096
H9 23.950 9.072 -0.517  0.1115
H10 21.588 8.557 0.096  0.1149
H11 22.667 9.109 1.477  0.1154
H12 21.145 7.145 1.687  0.0757
H13 23.254 7.797 -1.979  0.0730
C6 27.721 2.154 1.968  -0.2435
C7 26.444 2.032 1.135  -0.2521
O8 25.997 3.310 0.713  -0.0660
O9 27.445 2.910 3.135  -0.0713
H14 28.506 2.554 1.325  0.1026
H15 28.033 1.160 2.295  0.1157
H16 25.658 1.440 1.607  0.1135
H17 26.778 1.447 0.269  0.1136
H18 25.641 3.720 1.513  0.0884
H19 27.422 3.855 2.918  0.0455
C8 27.702 9.175 -1.609  -0.2357
C9 29.064 9.700 -1.212  -0.2426
O10 29.896 8.800 -0.501  -0.1003
O11 26.677 9.128 -0.604  -0.0868
H20 27.806 8.181 -2.058  0.1235
H21 27.273 9.858 -2.354  0.1118
H22 28.989 10.668 -0.697  0.1208
H23 29.626 9.951 -2.118  0.1139
H24 29.371 8.414 0.241  0.0401
H25 26.716 8.192 -0.324  0.0307
C10 31.683 4.880 0.870  -0.2145
C11 31.762 5.251 -0.618  -0.2448
O12 32.413 4.256 -1.398  -0.0761
O13 30.606 3.964 1.130  -0.0817
H26 31.531 5.776 1.476  0.1113
H27 32.633 4.392 1.101  0.1196
H28 32.314 6.191 -0.681  0.1135
H29 30.746 5.424 -0.992  0.1179
H30 31.981 3.430 -1.141  0.0805
H31 29.902 4.567 1.406  0.0489
C12 28.618 8.402 5.075  -0.2663
C13 28.758 6.865 5.164  -0.2396
O14 29.606 6.348 4.138  -0.0886
O15 27.770 8.681 4.007  -0.0623
H32 29.568 8.926 5.176  0.1043
H33 28.046 8.601 5.991  0.1075
H34 27.764 6.409 5.155  0.1180
H35 29.203 6.569 6.122  0.1080
H36 29.062 6.318 3.328  0.0226
H37 28.067 8.177 3.230  0.0367

gap between HOMO and LUMO: 9.3 eV
E: -1646.16875 hartree
total charge: -1
LUMO: 0.0944 Eh
HOMO level: -6.75 eV
strongest force on any atom: 2.965 eV Å⁻¹

=====

Entry 2:
Here is C36H71N5O9Ti2 as an isolated structure from the OMol25 dataset. Energies are from ωB97M-V/def2-TZVPD.

Each line ends with the Löwdin spin population.
Cartesian coordinates (Å):
Ti1 -9.658 8.735 -30.495  2.4692
Ti2 -13.642 6.724 -30.460  2.7013
O1 -13.853 7.508 -28.091  0.0428
C1 -12.679 6.742 -27.812  0.0209
C2 -11.317 7.024 -28.564  0.0334
O2 -11.111 6.982 -29.958  0.0873
H1 -12.993 5.700 -27.766  0.0060
H2 -12.509 6.915 -26.749  0.0020
H3 -10.431 6.644 -28.055  0.0019
H4 -11.116 8.083 -28.401  0.0143
N1 -8.705 3.887 -26.293  0.0000
C3 -8.863 5.141 -25.755  0.0001
C4 -7.625 5.608 -25.434  0.0000
C5 -6.715 4.513 -25.531  0.0000
C6 -7.427 3.482 -26.040  0.0000
H5 -9.483 3.396 -26.709  0.0000
H6 -9.767 5.708 -25.921  0.0001
H7 -7.504 6.611 -25.055  0.0000
H8 -5.656 4.457 -25.330  0.0000
H9 -7.160 2.510 -26.426  0.0000
N2 -9.432 8.679 -33.391  0.0732
C7 -9.162 10.025 -33.349  0.0385
C8 -10.286 10.657 -32.773  0.0134
C9 -11.253 9.696 -32.536  0.0381
C10 -10.664 8.490 -32.894  0.0373
H10 -8.931 7.939 -33.863  0.0023
H11 -8.223 10.436 -33.688  0.0025
H12 -10.425 11.704 -32.547  0.0004
H13 -12.244 9.858 -32.139  0.0186
H14 -11.078 7.497 -32.804  0.0180
N3 -11.275 1.945 -26.139  0.0000
C11 -10.354 1.031 -26.689  0.0000
C12 -10.383 1.053 -28.103  0.0000
C13 -11.414 1.961 -28.395  0.0002
C14 -11.912 2.508 -27.238  0.0001
H15 -11.473 2.139 -25.167  0.0000
H16 -9.643 0.526 -26.052  0.0000
H17 -9.794 0.432 -28.762  0.0000
H18 -11.728 2.322 -29.363  0.0004
H19 -12.610 3.322 -27.111  0.0001
N4 -14.140 9.028 -25.278  0.0005
C15 -14.917 8.730 -24.201  0.0001
C16 -14.750 9.704 -23.229  0.0000
C17 -13.773 10.596 -23.686  0.0000
C18 -13.495 10.221 -25.002  0.0001
H20 -14.083 8.540 -26.160  0.0004
H21 -15.600 7.899 -24.303  0.0000
H22 -15.362 9.767 -22.341  0.0000
H23 -13.338 11.480 -23.244  0.0000
H24 -12.834 10.630 -25.752  0.0001
N5 -7.415 8.672 -28.446  0.0590
C19 -6.954 9.579 -29.368  0.0300
C20 -6.817 9.013 -30.645  0.0160
C21 -7.237 7.679 -30.491  0.0154
C22 -7.671 7.499 -29.167  0.0429
H25 -7.488 8.912 -27.467  0.0017
H26 -6.669 10.563 -29.024  0.0015
H27 -6.515 9.412 -31.602  0.0020
H28 -7.280 7.014 -31.341  0.0037
H29 -8.143 6.645 -28.705  0.0058
C23 -16.087 4.498 -24.488  0.0001
C24 -14.965 5.309 -25.130  0.0002
O3 -15.618 6.035 -26.138  0.0009
H30 -15.579 3.716 -23.924  0.0000
H31 -16.781 4.121 -25.240  0.0000
H32 -16.633 5.048 -23.722  0.0000
H33 -14.163 4.683 -25.521  0.0001
H34 -14.447 5.917 -24.389  0.0001
H35 -15.002 6.604 -26.604  0.0004
C25 -9.584 9.189 -25.913  0.0022
C26 -8.475 9.518 -24.915  0.0002
O4 -7.339 9.025 -25.555  0.0002
H36 -9.669 8.188 -26.336  0.0004
H37 -9.574 9.859 -26.773  0.0019
H38 -10.514 9.355 -25.369  0.0001
H39 -8.594 9.035 -23.945  0.0001
H40 -8.451 10.601 -24.802  0.0000
H41 -6.620 9.313 -24.989  0.0000
C27 -9.932 12.432 -27.935  0.0008
C28 -9.743 11.965 -29.393  0.0072
O5 -10.410 10.788 -29.707  0.0592
H42 -9.387 11.871 -27.176  0.0002
H43 -10.997 12.451 -27.701  0.0002
H44 -9.683 13.479 -27.761  0.0001
H45 -8.667 11.833 -29.510  0.0022
H46 -9.903 12.788 -30.090  0.0007
H47 -11.234 10.807 -29.216  0.0040
C29 -15.977 2.770 -30.168  0.0022
C30 -15.805 3.860 -29.113  0.0033
O6 -15.386 5.102 -29.679  0.0659
H48 -16.594 3.070 -31.015  0.0003
H49 -16.502 1.991 -29.614  0.0001
H50 -15.025 2.399 -30.547  0.0009
H51 -15.072 3.500 -28.392  0.0005
H52 -16.773 4.135 -28.693  0.0003
H53 -15.453 5.712 -28.941  0.0045
C31 -8.976 2.853 -31.335  0.0002
C32 -9.648 3.912 -30.450  0.0018
O7 -9.432 5.130 -31.169  0.0043
H54 -8.710 1.953 -30.779  0.0000
H55 -7.994 3.231 -31.620  0.0000
H56 -9.488 2.597 -32.262  0.0000
H57 -9.249 3.964 -29.437  0.0001
H58 -10.704 3.645 -30.435  0.0023
H59 -10.015 5.814 -30.830  0.0014
C33 -13.725 12.282 -29.694  0.0004
C34 -14.177 11.199 -28.680  0.0015
O8 -13.034 10.437 -28.294  0.0043
H60 -13.099 11.740 -30.403  0.0004
H61 -13.188 13.015 -29.094  0.0000
H62 -14.578 12.725 -30.209  0.0000
H63 -14.957 10.552 -29.082  0.0013
H64 -14.672 11.553 -27.776  0.0000
H65 -13.230 9.499 -28.353  0.0008
C35 -17.980 10.056 -28.121  0.0001
C36 -17.510 8.590 -27.966  0.0008
O9 -16.450 8.421 -28.910  0.0167
H66 -18.130 10.277 -29.178  0.0000
H67 -17.259 10.736 -27.668  0.0000
H68 -18.964 10.273 -27.707  0.0000
H69 -18.345 7.913 -28.144  0.0001
H70 -17.195 8.356 -26.949  0.0001
H71 -15.660 8.248 -28.393  0.0015

gap between HOMO and LUMO (alpha / beta): 4.8 / 8.0 eV
E: -4063.85852 hartree
multiplicity: 7
LUMO (alpha / beta): 0.0122 / 0.0092 Eh
HOMO level (alpha / beta): -4.48 / -7.73 eV
strongest force on any atom: 2.929 eV Å⁻¹

=====

Entry 3:
Here is one molecule with the formula C3H6N2O from the OMol25 dataset. Energies are from ωB97M-V/def2-TZVPD.

Each line ends with the Löwdin charge.
Cartesian coordinates (Å):
C1 0.035 -1.576 -1.211  -0.1543
N1 0.375 -1.460 0.169  -0.0417
C2 0.130 -0.383 0.801  -0.2277
N2 -0.246 0.839 0.216  0.0808
C3 -0.419 2.068 0.822  -0.3333
O1 -0.791 3.056 0.231  0.0404
H1 0.054 -2.639 -1.441  0.0718
H2 -0.990 -1.198 -1.380  0.0871
H3 0.732 -1.049 -1.858  0.0779
H4 -0.191 -0.907 1.692  0.1297
H5 -0.401 0.858 -0.790  0.1340
H6 -0.174 2.047 1.895  0.1351

gap between HOMO and LUMO: 10.4 eV
E: -302.60902 hartree
LUMO: 0.0322 Eh
HOMO level: -9.53 eV
relative energy (zero: lowest compared OMol25 entry of this formula, charge and spin): 2.288 eV
strongest force on any atom: 3.048 eV Å⁻¹
SMILES string: C/N=C\NC=O